--- 1 ---
DFT (ωB97M-V with the def2-TZVPD basis set) results for C2H5N3O as an isolated structure.

Values from the calculation:
- LUMO: 0.0304 Ha
- HOMO: -8.92 eV
- Gap between HOMO and LUMO: 9.7480 eV

```
11
C2H5N3O, DFT ωB97M-V with the def2-TZVPD basis set
N 0.33817 0.95017 0.86953
C 0.46169 -0.17810 0.08844
N 0.87575 -1.45052 0.27782
C -1.00920 0.85941 -0.45560
N 0.16933 0.40271 -1.19979
O -1.54458 -0.27649 -0.06548
H 0.08394 0.72390 1.83021
H 0.42427 -2.10821 -0.33983
H 0.93606 -1.76396 1.23581
H 0.84608 1.14119 -1.38638
H -1.58152 1.69990 -0.85473
```

natural (NBO) population analysis, charges in e, atoms 1 to 4: number 1, N, carries -0.738; number 2, C, carries 0.694; number 3, N, carries -0.774; number 4, C, carries 0.477

--- 2 ---
DFT (ωB97M-V with the def2-TZVPD basis set) results for C2H5N3O as an isolated structure.

Values from the calculation:
- LUMO (alpha / beta): 0.0078 / 0.0076 Ha
- HOMO (alpha / beta): -7.87 / -7.86 eV
- Gap between HOMO and LUMO (alpha / beta): 8.0766 / 8.0724 eV

```
11
C2H5N3O, DFT ωB97M-V with the def2-TZVPD basis set
C 0.88318 -0.31791 0.03378
N -0.30124 0.28425 -0.40625
C 0.11615 -0.85976 -1.46368
N -1.41620 0.88692 0.99134
N -0.66763 0.89890 1.90920
O 0.38724 -0.51158 -2.60028
H -0.15056 1.16261 -0.90047
H -1.09180 1.17180 2.81662
H 1.79360 0.26613 0.08989
H 0.74381 -1.14292 0.72143
H -0.29654 -1.83846 -1.19157
```

natural (NBO) population analysis, charges in e, atoms 1 to 4: number 1, C, carries -0.353; number 2, N, carries -0.464; number 3, C, carries 0.427; number 4, N, carries 0.044

--- 3 ---
DFT (ωB97M-V with the def2-TZVPD basis set) results for one molecule with the formula C2H5N3O.

Values from the calculation:
- LUMO: 0.0278 Ha
- HOMO: -8.70 eV
- Gap between HOMO and LUMO: 9.4544 eV

```
11
C2H5N3O, DFT ωB97M-V with the def2-TZVPD basis set
N 0.81640 1.90824 -0.65795
C -0.26338 1.22369 -0.11916
O -1.27069 1.76199 0.26712
N -0.02263 -0.16183 -0.01192
C -0.98156 -0.98429 0.50299
N -0.51931 -2.21667 0.70178
H 0.59630 2.86777 -0.88657
H 1.36903 1.44638 -1.36570
H 0.94936 -0.44665 -0.15611
H -1.11583 -2.87555 1.17632
H 0.44231 -2.52309 0.54920
```

natural (NBO) population analysis, charges in e, atoms 1 to 4: number 1, N, carries -0.849; number 2, C, carries 0.791; number 3, O, carries -0.578; number 4, N, carries -0.692

What should be chosen as the least stable of them? Choose 2.

--- 1 ---
DFT (ωB97M-V with the def2-TZVPD basis set) results for one molecule with the formula C2H5N3O.

Values from the calculation:
- LUMO: 0.0273 Ha
- HOMO: -8.60 eV
- Gap between HOMO and LUMO: 9.3478 eV

```
11
C2H5N3O, DFT ωB97M-V with the def2-TZVPD basis set
N -2.13665 -0.06033 0.33750
C -1.01664 -0.60338 -0.24878
O -1.01211 -1.62973 -0.88151
N 0.13908 0.15862 0.03775
C 1.29321 -0.23063 -0.52557
N 2.37784 0.36485 -0.00320
H -2.98780 -0.48157 -0.00171
H -2.16299 0.94520 0.42161
H 0.09102 0.81490 0.82306
H 3.04419 -0.38793 -0.02123
H 2.34264 0.95964 0.83593
```

natural (NBO) population analysis, charges in e, atoms 1 to 4: number 1, N, carries -0.842; number 2, C, carries 0.790; number 3, O, carries -0.573; number 4, N, carries -0.692

--- 2 ---
DFT (ωB97M-V with the def2-TZVPD basis set) results for one molecule with the formula C2H5N3O.

Values from the calculation:
- LUMO: 0.0293 Ha
- HOMO: -9.53 eV
- Gap between HOMO and LUMO: 10.3228 eV
- SMILES string: [H]/N=C/N/C(O)=N\[H]

```
11
C2H5N3O, DFT ωB97M-V with the def2-TZVPD basis set
H -0.77006 -2.79198 -1.51124
N -1.02241 -2.16877 -0.74848
C -0.24293 -1.16800 -0.71498
N -0.42083 -0.19416 0.25721
C 0.33174 0.94516 0.44176
O 1.34167 1.10121 -0.43382
N 0.22412 1.86998 1.30586
H -0.52633 1.77447 1.97148
H 0.59297 -0.95898 -1.38482
H -1.18712 -0.35184 0.89667
H 1.67918 1.94290 -0.07965
```

natural (NBO) population analysis, charges in e, atoms 1 to 4: number 1, H, carries 0.349; number 2, N, carries -0.680; number 3, C, carries 0.279; number 4, N, carries -0.634

What should be chosen as the least stable of them? Choose 1.

--- 1 ---
DFT (ωB97M-V with the def2-TZVPD basis set) results for a 2-piece molecular cluster, C2H4FNO overall.

Values from the calculation:
- LUMO (alpha / beta): 0.0003 / 0.0031 Ha
- HOMO (alpha / beta): -8.50 / -8.94 eV
- Gap between HOMO and LUMO (alpha / beta): 8.5079 / 9.0254 eV

```
9
C2H4FNO, DFT ωB97M-V with the def2-TZVPD basis set
C -0.47792 1.60961 0.24582
C 0.70730 -0.96050 -0.30385
N -0.61196 -0.42596 -0.63569
O 0.58167 1.74266 0.69091
F -1.62098 -0.85515 0.27890
H -1.38365 2.20596 0.47363
H 1.29811 -0.07682 -0.00815
H 0.53035 -1.72699 0.59691
H 0.97708 -1.51279 -1.33848
```

natural (NBO) population analysis, charges in e, atoms 1 to 4: number 1, C, carries 0.512; number 2, C, carries -0.521; number 3, N, carries -0.081; number 4, O, carries -0.464

--- 2 ---
DFT (ωB97M-V with the def2-TZVPD basis set) results for a 2-piece molecular cluster, C2H4FNO overall.

Values from the calculation:
- LUMO (alpha / beta): -0.0159 / -0.0285 Ha
- HOMO (alpha / beta): -9.02 / -9.08 eV
- Gap between HOMO and LUMO (alpha / beta): 8.5865 / 8.3009 eV

```
9
C2H4FNO, DFT ωB97M-V with the def2-TZVPD basis set
C -0.13802 0.40585 0.01558
C 1.15390 -0.42755 0.10952
N -2.31686 0.51370 0.09287
O -2.95689 -0.48583 0.00724
F 2.21350 0.31289 0.11612
H -0.10797 1.11928 0.74366
H -0.26031 0.80360 -1.06852
H 1.21920 -1.23904 0.87871
H 1.19346 -1.00291 -0.89519
```

natural (NBO) population analysis, charges in e, atoms 1 to 4: number 1, C, carries -0.368; number 2, C, carries 0.009; number 3, N, carries 0.258; number 4, O, carries -0.199

What should be chosen as the least stable of them? Choose 1.

--- 1 ---
DFT (ωB97M-V with the def2-TZVPD basis set) results for a 7-piece molecular cluster, C4H22O7 overall.

Values from the calculation:
- LUMO: -0.0128 Ha
- HOMO: -10.07 eV
- Gap between HOMO and LUMO: 9.7198 eV
- SMILES string: CCO.CCO.O.O.O.O.O

```
33
C4H22O7, DFT ωB97M-V with the def2-TZVPD basis set
C 2.73902 9.53437 10.90746
C 3.68893 9.96152 11.98155
O 3.04412 9.78846 13.24097
H 2.52513 8.45710 10.97871
H 3.13958 9.71467 9.91148
H 1.76781 10.00547 11.04898
H 3.86326 11.03695 11.82544
H 4.66385 9.47320 11.95429
H 3.70045 9.85566 13.94108
C 8.72536 12.91629 10.17512
C 10.00991 12.12585 10.33006
O 11.08831 13.04642 10.35282
H 8.37782 12.92752 9.14250
H 8.96663 13.95019 10.42801
H 7.92244 12.54292 10.80720
H 10.14290 11.41277 9.50012
H 10.00036 11.50201 11.23378
H 11.89934 12.56512 10.16694
O 6.63468 7.87611 13.18894
H 7.06170 8.01717 12.33657
H 5.69226 7.88852 12.99781
O 6.68318 11.34239 13.37678
H 6.59270 10.58431 12.78396
H 7.54894 11.70331 13.17012
O 7.31663 10.51762 8.01879
H 6.58486 9.89214 8.00693
H 8.09814 9.99223 7.82078
O 6.61217 7.16111 9.79548
H 7.21813 7.08873 9.05234
H 6.46838 6.25352 10.08040
O 7.11214 9.85589 10.84235
H 6.62670 9.16712 10.37399
H 7.37724 10.47899 10.15342
```

natural (NBO) population analysis, charges in e, atoms 1 to 4: number 1, C, carries -0.625; number 2, C, carries -0.062; number 3, O, carries -0.732; number 4, H, carries 0.201

--- 2 ---
DFT (ωB97M-V with the def2-TZVPD basis set) results for a 7-piece molecular cluster, C4H22O7 overall.

Values from the calculation:
- LUMO: -0.0013 Ha
- HOMO: -9.65 eV
- Gap between HOMO and LUMO: 9.6189 eV
- SMILES string: CCO.CCO.O.O.O.O.O

```
33
C4H22O7, DFT ωB97M-V with the def2-TZVPD basis set
C -1.27966 0.35480 3.94593
C -1.53996 0.53957 2.43243
O -1.56426 -0.77418 2.03492
H -0.44970 -0.34364 4.05298
H -2.21612 -0.04790 4.33192
H -0.92918 1.26221 4.43771
H -0.72308 1.11087 1.99149
H -2.47214 1.05029 2.19095
H -0.96151 -0.77292 1.28773
C -0.32008 0.38584 -2.84182
C -0.74318 1.80970 -2.48930
O 0.48878 2.54084 -2.50152
H 0.01872 0.17458 -3.85605
H -1.19323 -0.24952 -2.69345
H 0.44928 -0.03901 -2.19707
H -1.19294 1.86402 -1.49790
H -1.51731 2.09014 -3.20356
H 0.82632 2.66367 -1.61126
O 1.85154 0.74027 1.98131
H 2.55788 0.39050 2.52442
H 1.46990 -0.02933 1.55904
O 0.52845 -3.55853 -0.69099
H -0.21860 -4.14363 -0.56519
H 1.20580 -3.90599 -0.11071
O 0.36232 -0.81632 0.07890
H 0.31873 -0.12580 -0.58255
H 0.36746 -1.63061 -0.42423
O 1.15264 2.66272 0.17068
H 0.93810 3.53108 0.51151
H 1.41907 2.16151 0.94142
O 1.43921 -2.97068 -3.29707
H 1.34684 -3.32461 -2.41252
H 0.57993 -2.59993 -3.49815
```

natural (NBO) population analysis, charges in e, atoms 1 to 4: number 1, C, carries -0.618; number 2, C, carries -0.065; number 3, O, carries -0.752; number 4, H, carries 0.206

--- 3 ---
DFT (ωB97M-V with the def2-TZVPD basis set) results for a 7-piece molecular cluster, C4H22O7 overall.

Values from the calculation:
- LUMO: -0.0043 Ha
- HOMO: -9.32 eV
- Gap between HOMO and LUMO: 9.2032 eV
- SMILES string: CCO.CO.CO.O.O.O.O

```
33
C4H22O7, DFT ωB97M-V with the def2-TZVPD basis set
C -1.23978 0.60546 2.46145
C -1.95611 -0.31809 1.52379
O -3.33244 -0.04032 1.60331
H -0.15939 0.61668 2.31751
H -1.42986 0.37106 3.50884
H -1.63639 1.60451 2.28059
H -1.76494 -1.38396 1.64822
H -1.66129 -0.14837 0.48825
H -3.79964 -0.63744 1.01445
C -1.16078 3.39923 -1.24405
O -1.26543 2.54880 -0.16232
H -1.68043 3.06183 -2.14083
H -1.80104 4.25428 -1.02710
H -0.12831 3.67973 -1.45247
H -0.62342 1.84605 -0.28700
C -0.43821 -3.18480 -2.49235
O 0.21854 -2.33960 -1.56106
H -1.52261 -3.19735 -2.38273
H -0.24441 -2.91411 -3.53026
H -0.16969 -4.23987 -2.43911
H 1.07609 -2.12604 -1.93601
O 3.01222 1.55741 -0.69019
H 3.79395 1.05639 -0.92276
H 3.30638 2.46818 -0.67577
O 0.66438 0.62545 -0.45651
H 1.57160 0.89794 -0.59418
H 0.65959 -0.30821 -0.66744
O 1.04739 -1.92972 1.16697
H 0.53037 -2.49704 1.73886
H 0.68350 -2.07376 0.29344
O 3.33143 -0.46506 1.88154
H 2.57833 -0.95121 1.54577
H 3.54041 0.16195 1.18914
```

natural (NBO) population analysis, charges in e, atoms 1 to 4: number 1, C, carries -0.641; number 2, C, carries -0.050; number 3, O, carries -0.722; number 4, H, carries 0.229

What should be chosen as the least stable of them? Choose 3.